No. 1
{"formula": "C37H69Br3F6O14P2", "method": "ωB97M-V/def2-TZVPD", "species": ["Br", "C", "H", "C", "F", "F", "Br", "H", "C", "F", "O", "C", "H", "O", "H", "C", "F", "H", "H", "C", "C", "H", "C", "H", "O", "H", "H", "H", "H", "H", "O", "H", "C", "C", "H", "H", "O", "C", "H", "H", "H", "H", "H", "H", "C", "H", "C", "H", "H", "H", "H", "H", "O", "C", "O", "C", "H", "H", "C", "H", "C", "H", "H", "O", "C", "C", "C", "H", "H", "C", "H", "C", "C", "H", "H", "H", "C", "C", "H", "C", "O", "C", "H", "P", "H", "O", "H", "H", "H", "C", "H", "H", "H", "H", "C", "H", "H", "C", "O", "F", "C", "H", "H", "H", "H", "O", "C", "F", "H", "H", "H", "H", "C", "C", "H", "H", "H", "C", "H", "H", "O", "Br", "H", "H", "H", "O", "H", "C", "C", "H", "P"], "xyz": [[3.9788, 1.9949, -2.3612], [-1.1377, -1.2697, 7.6982], [-4.8941, -0.4429, 1.6433], [2.8817, 2.7325, 1.2079], [3.6973, 5.1986, 1.6825], [4.9430, 3.9807, 0.1069], [-0.6592, -3.6818, -0.9258], [5.1600, 5.6183, -5.7824], [4.5740, 4.8316, -6.2656], [1.1148, 4.3349, 2.6693], [0.2040, -1.2818, 4.5943], [-4.3032, 1.3384, -0.7355], [-5.7145, 5.3601, 4.7267], [-3.0382, 3.4571, 5.8027], [1.0461, -6.4980, -0.7036], [1.1972, -3.7334, -0.0672], [3.4609, 5.3469, -1.5291], [0.2827, -1.2692, -6.0327], [-3.2143, 2.9073, 6.5854], [0.6781, -8.4655, -1.5248], [3.5760, 4.0978, 0.6520], [-2.8144, -0.8591, 8.6009], [-3.8984, -0.8338, 2.1502], [3.9961, -4.3943, -0.0278], [-1.5527, 2.1269, 0.8831], [1.2495, -9.3221, -1.8970], [-0.5159, -0.9240, 8.5298], [-5.0761, 0.4854, -0.4193], [-6.8376, 2.1119, 3.8126], [-1.9012, 0.1741, 4.0972], [-2.3924, -0.6078, 7.7615], [-3.8152, -2.9894, 1.1477], [1.2622, 0.2082, 2.6510], [-1.3403, -2.7696, 7.7583], [-1.8489, -3.0549, 8.6849], [0.0475, -8.1204, -2.3505], [-2.6697, -0.3804, 1.4379], [1.6181, 2.9633, 2.2818], [-5.7466, 4.2043, 3.3742], [-2.7687, -3.0767, -3.8047], [-1.3534, 1.2016, -5.2347], [3.9270, -5.0870, -1.7776], [-3.7950, 5.1292, 6.7206], [-4.6657, 1.6998, -1.8010], [2.7928, -1.6807, 1.3080], [-3.9517, -3.4992, -5.7319], [-1.9934, -4.4125, -5.8412], [-3.2313, 0.8359, -0.8849], [-7.1650, 3.8141, 6.0676], [-7.2324, 5.0074, 3.8663], [-3.9160, -5.2165, -5.2859], [6.4446, -0.2549, -6.1977], [3.9978, -2.2378, 1.4354], [-0.4682, -0.4965, -6.2268], [2.4394, -6.9496, -2.1410], [-3.3683, -4.2717, -5.2215], [5.2089, 3.2558, -4.9260], [2.2534, -7.7188, -0.2551], [0.7959, 1.7281, 3.0128], [-1.4117, -5.1777, -5.3169], [-0.4418, 2.0527, 4.0318], [4.4617, -3.2909, -1.5967], [-5.2005, -2.6896, 2.3996], [3.5163, 2.6969, -5.9428], [2.5466, 4.6977, -0.5221], [4.2821, 3.7037, -5.2977], [-4.0477, -2.4899, 2.1842], [-0.3825, -3.2949, 7.7060], [5.1279, 4.4625, -7.1348], [-4.3305, 2.5001, 0.4228], [1.9967, 3.7619, -0.9766], [3.3170, 1.1684, 0.7912], [2.1801, -3.6381, -1.3732], [4.0369, 2.3701, -6.6964], [6.2825, 2.1638, -7.8305], [-5.4468, 2.9241, 0.4343], [0.3519, -2.3412, 2.1509], [-2.8662, 4.7942, 6.2487], [-1.8814, 4.2246, 8.0850], [1.6099, -7.3634, -1.0653], [-3.2489, -3.9211, -3.8506], [-6.3006, 4.5734, 4.2435], [-1.4175, -1.0126, -6.4042], [4.6942, 0.8458, -0.4773], [-2.6888, 1.8651, 4.3485], [-7.3582, 2.4387, 4.5663], [-0.2659, -0.9451, -3.7187], [-0.7830, 4.5219, 6.7434], [-5.6656, 2.9976, 5.5831], [-0.5867, 0.4445, -5.0458], [7.5520, 1.1075, -6.0889], [-1.9737, -3.1057, 6.9309], [1.7262, -4.4168, -2.1590], [8.1855, -0.5122, -6.4649], [7.1614, 0.4477, -8.1084], [0.3622, 0.9547, -4.8539], [-1.4337, -3.4752, -5.7590], [3.7288, -4.0898, -1.1510], [4.8360, -0.7730, -1.0346], [1.6318, 5.6955, 0.0961], [-1.8530, 1.3015, 3.7082], [0.0347, -8.7990, -0.7057], [8.0609, 0.8919, -8.5458], [3.6421, 5.2656, -6.6427], [-3.6654, 3.4356, 0.0988], [-0.9573, -0.2811, -3.8828], [1.4144, -2.6124, 1.0960], [-0.9335, -3.0683, 2.2647], [-0.0906, 1.6831, 5.1110], [-0.6665, 3.2068, 4.1619], [-3.9459, -0.4898, 3.2707], [-2.6768, 5.4241, 5.3745], [2.4863, -0.0517, 1.5369], [-6.5924, 3.4455, 5.2114], [-2.0679, -4.6870, -6.8971], [-3.4626, -2.9467, 3.0903], [-1.5568, 5.8962, 7.5687], [7.3528, 0.1771, -6.6305], [1.2782, -4.8490, 0.3490], [-0.1875, 0.0480, -7.1327], [6.0731, 1.3391, -8.3014], [1.8922, -1.8418, -2.2012], [4.8296, -0.7543, -2.0518], [3.7096, 4.0723, -4.4415], [6.9408, -0.4812, -8.6424], [-4.0657, 2.0269, 1.7894], [1.8589, -6.6278, -2.8518], [0.5384, -1.1483, 3.3153], [-1.7056, 4.8708, 7.2189], [-0.6491, -0.9865, 6.7612], [-2.4401, 1.3189, 1.9046]], "homo_energy_ev": -9.015, "energy_ev": -313143.377, "gap_ev": 6.760, "smiles": "CCOP(=O)(CCc1c(F)c(C(F)(F)C(F)F)c(P(O)Br)c2c1C(=O)C(F)=C([C@@H](Br)[C@H](C)Br)C2=O)OCC.CCO.CCO.CCO.CCO.CCO.CCO.CCO.CCO", "charge": 0, "e_above_lowest_kcal_mol": 387.75}



No. 2
{"formula": "C37H70ClF6N8O11P3S", "method": "ωB97M-V/def2-TZVPD", "species": ["N", "H", "H", "C", "C", "H", "H", "C", "H", "H", "N", "H", "H", "P", "C", "N", "C", "H", "C", "H", "H", "H", "O", "H", "P", "F", "H", "C", "C", "H", "H", "H", "C", "C", "H", "C", "H", "H", "O", "H", "C", "H", "F", "H", "H", "C", "H", "N", "N", "P", "H", "O", "H", "H", "C", "H", "C", "H", "H", "C", "H", "H", "O", "O", "O", "H", "O", "H", "H", "H", "C", "C", "C", "C", "N", "Cl", "H", "C", "F", "N", "H", "C", "C", "H", "H", "H", "H", "H", "H", "F", "C", "C", "H", "O", "H", "S", "H", "H", "C", "H", "H", "H", "H", "O", "H", "H", "H", "H", "O", "C", "C", "C", "H", "C", "C", "C", "H", "C", "H", "C", "C", "C", "H", "H", "C", "H", "H", "H", "F", "F", "H", "N", "H", "H", "O", "H", "H"], "xyz": [[-4.6037, 1.6016, 4.4632], [1.8954, 0.1550, -0.6245], [6.4722, -3.0527, 3.3040], [-0.4191, 2.0162, 0.4624], [-7.9038, 0.7680, 3.8394], [9.7397, 4.0863, 2.4088], [-0.1621, 0.0797, -1.2034], [4.0247, -0.0783, -1.3579], [1.0315, -1.5575, -2.3523], [6.6689, -1.6875, 2.1507], [-6.2912, -2.8824, -3.0119], [6.3167, 4.5884, 1.6917], [8.3365, 4.1383, -2.2080], [-5.4554, 1.2767, 2.9901], [5.9606, -3.6543, 1.2994], [4.7658, 3.1678, -2.6725], [5.9826, 1.0985, 1.2692], [-0.4324, 2.8148, 2.5073], [6.8347, -2.7815, 2.2742], [7.6322, 5.6517, 2.4868], [-4.2946, 3.1779, 5.8477], [0.3577, -0.7895, -3.8895], [6.3932, -4.7178, 1.0103], [-7.3280, -3.7090, 0.4963], [5.7169, 3.6049, -1.3150], [8.9395, 1.1942, -1.8909], [-3.7906, -1.3684, 3.5555], [-8.6348, -2.9574, -1.7123], [4.7774, -2.5089, -0.3912], [-1.2555, 0.6369, -2.5109], [-2.7392, -0.0905, 2.8893], [-5.3496, -7.0337, -2.0737], [1.7883, 0.4800, -2.8088], [8.6330, 3.5115, 0.5184], [-5.2073, 0.3883, 6.1139], [1.2663, -0.9402, -3.2499], [-2.2741, 3.1347, -2.3198], [-7.8801, -6.6931, -4.4897], [4.7367, 0.9428, -0.7197], [-5.8598, -1.8306, 3.9329], [-1.8809, 3.0745, -1.2876], [-3.0662, 4.7927, -0.4527], [7.5961, 3.4705, -4.0462], [-7.3473, -5.4366, 0.1124], [-4.3122, -2.3771, -3.6272], [7.0714, 5.3946, 1.5583], [-5.0523, 3.6644, 4.3437], [-6.6723, -5.7267, -3.0804], [7.8386, -0.6447, 0.0887], [-6.1687, -4.3837, -2.1104], [6.8797, 0.7931, 1.8400], [4.5790, 3.8022, -0.0650], [3.9543, 2.5879, -2.4671], [-7.8618, 1.8162, 4.1554], [-4.4817, 0.1578, 0.7221], [4.5121, 4.7748, -0.0101], [8.1368, 5.0080, 0.4574], [-8.0967, -2.0463, -1.4496], [-8.8679, -4.5795, 0.3058], [2.5376, 0.5756, -1.4471], [-3.2010, -1.5205, 1.9498], [9.5671, 2.3344, 2.0898], [-4.6836, -4.5378, -2.4273], [6.8140, -0.2482, -0.7313], [5.6149, -2.9009, -1.1364], [-3.8685, -0.2690, 5.1647], [4.7078, -3.1616, 0.8846], [-7.8005, -3.0659, -4.4950], [-6.6393, -1.8420, -4.8136], [3.1526, -1.2658, 0.3408], [-2.3071, 4.0051, -0.2452], [-4.3193, 0.6502, 5.5239], [-6.7019, -1.2536, 3.5532], [9.0182, 3.3165, 2.0655], [-7.8410, -4.1701, -1.5286], [10.3293, 3.5222, -0.2395], [8.1145, 3.1898, 2.7032], [3.6889, -1.4444, -0.6312], [9.2562, 5.8476, 0.7166], [-4.7339, -0.0853, 2.1500], [4.2108, -1.8620, -3.1953], [7.7765, 1.9123, -2.1231], [6.9462, 2.1903, -0.8088], [-8.1668, -4.9910, -4.4060], [-4.6764, -2.0378, -1.9263], [-5.3300, -1.0011, -3.1832], [-6.8415, -1.4516, 2.4900], [0.3174, 1.2265, 0.7387], [-8.3333, 0.7391, 2.8331], [4.8773, 0.5817, 3.3238], [6.0752, 0.8910, -0.3165], [-6.3716, -7.0171, -2.4573], [-6.0008, 2.7799, 5.5525], [7.8219, 2.4374, 0.2532], [2.0229, -1.4129, -3.9264], [4.6379, -0.5708, -3.0663], [-2.1510, 4.6315, 1.9178], [-6.4479, -7.8330, -3.1813], [4.7870, 0.2923, 1.9239], [-7.5725, -1.6619, 4.0783], [5.7279, 2.1596, 1.5294], [-7.0531, -7.2299, -1.6235], [-9.0119, -2.8873, -2.7316], [-4.6779, 2.2884, 2.1555], [7.7292, 5.3592, -0.5164], [6.6182, 6.3602, 1.2040], [4.8969, -0.8109, 1.8408], [-6.1664, -3.5355, -5.0327], [0.6594, 1.4025, -2.7144], [-1.8212, 3.9418, 1.1122], [-3.5640, -0.7785, 2.6681], [8.2899, 3.2500, -2.8716], [5.2872, 2.8758, -3.4959], [-7.9336, -5.8536, -3.7904], [-5.0114, 2.8631, 5.0842], [-5.0918, -2.0396, -2.9345], [-8.7848, -6.0377, -3.1221], [-0.8410, 2.9372, 1.4853], [2.9049, -1.9366, -1.2712], [-7.8504, -4.4817, -0.0769], [-0.9264, 2.0698, -0.9050], [-6.7377, -2.8491, -4.3967], [-3.5588, 0.7285, 0.5639], [-5.3057, 0.7051, 0.2625], [-0.3834, 0.9482, -1.8648], [2.5858, 1.6741, -1.2004], [7.9166, -2.9970, 2.1577], [-3.5834, 1.0750, 6.2129], [7.1078, 1.2226, -3.1113], [9.6043, 3.0394, -3.2829], [2.3453, 0.8953, -3.6899], [-6.5464, 0.1660, 3.8602], [-9.5352, -2.9958, -1.0893], [-8.5796, 0.2574, 4.5277], [8.4411, -1.5279, -0.3886], [-4.3846, -0.7882, 0.1804], [3.7985, 0.6878, 1.6006]], "homo_energy_ev": -8.294, "energy_ev": -141464.312, "gap_ev": 7.360, "smiles": "CC(=O)OC(=O)C[C@@](S)(C[C@@H](C)OCc1ccccc1)O[C@@](CCF)(ON=O)[C@](O[C@@](C)(Cl)[C@@H](C)F)(P(N)O)C(F)(F)C(F)F.CN(C)P(=O)(N(C)C)N(C)C.CN(C)P(=O)(N(C)C)N(C)C", "charge": 0}